# 1
{"formula": "C37H43O3SiTi", "method": "wB97M-V/def2-TZVPD", "spin_multiplicity": 2, "charge": 0, "s_squared": 0.76, "total_energy_ev": -76201.5648, "elements": ["O", "C", "C", "H", "H", "C", "H", "H", "C", "H", "H", "H", "C", "H", "H", "H", "Ti", "C", "C", "C", "H", "C", "C", "H", "H", "H", "H", "C", "C", "C", "H", "C", "C", "H", "H", "H", "H", "O", "C", "C", "H", "H", "C", "H", "H", "C", "H", "H", "H", "H", "O", "Si", "C", "C", "C", "C", "C", "C", "C", "C", "C", "C", "C", "C", "C", "C", "C", "C", "C", "C", "H", "H", "H", "H", "H", "H", "H", "H", "H", "H", "H", "H", "H", "H", "H"], "coordinates": [[-0.484, 1.195, -2.183], [0.509, 0.648, -3.101], [0.016, 1.555, -4.220], [0.353, -0.417, -3.236], [1.517, 0.814, -2.735], [-1.129, 1.967, -3.281], [-0.292, 1.059, -5.136], [0.692, 2.372, -4.459], [-2.457, 1.345, -3.642], [-2.382, 0.261, -3.661], [-2.762, 1.683, -4.633], [-3.236, 1.622, -2.938], [-1.237, 3.430, -2.952], [-0.258, 3.881, -2.813], [-1.813, 3.582, -2.042], [-1.740, 3.952, -3.765], [-0.404, 1.146, 0.044], [0.468, 2.694, 1.591], [1.397, 1.640, 1.475], [1.946, 1.699, 0.175], [1.643, 0.914, 2.230], [1.345, 2.767, -0.505], [0.410, 3.375, 0.354], [-0.219, 4.218, 0.121], [-0.101, 2.933, 2.471], [2.650, 1.000, -0.236], [1.529, 3.038, -1.530], [-1.872, 0.687, 1.897], [-2.329, 1.863, 1.255], [-2.732, 1.523, -0.047], [-2.356, 2.850, 1.681], [-2.526, 0.131, -0.209], [-2.012, -0.378, 0.997], [-1.695, -1.391, 1.163], [-1.464, 0.624, 2.892], [-3.150, 2.202, -0.768], [-2.677, -0.437, -1.109], [0.305, -0.524, -7.371], [-0.148, 0.586, -8.155], [0.009, 0.176, -9.610], [0.464, 1.466, -7.927], [-1.179, 0.812, -7.880], [1.219, -0.748, -9.541], [0.151, 1.027, -10.274], [-0.869, -0.374, -9.949], [0.989, -1.457, -8.215], [2.140, -0.165, -9.508], [1.286, -1.438, -10.380], [1.914, -1.761, -7.725], [0.367, -2.349, -8.350], [0.302, -0.480, 1.346], [0.454, -1.202, 2.964], [1.573, -0.173, 4.169], [2.803, -0.617, 4.677], [3.565, 0.208, 5.521], [3.106, 1.478, 5.877], [1.882, 1.933, 5.398], [1.123, 1.119, 4.558], [-1.102, -1.314, 4.173], [-0.998, -0.863, 5.521], [-2.078, -0.889, 6.401], [-3.306, -1.377, 5.981], [-3.443, -1.868, 4.685], [-2.358, -1.853, 3.796], [1.101, -2.964, 3.067], [2.396, -3.297, 2.649], [2.907, -4.584, 2.880], [2.126, -5.552, 3.521], [0.830, -5.241, 3.921], [0.323, -3.963, 3.700], [3.195, -1.584, 4.424], [4.518, -0.136, 5.899], [3.698, 2.116, 6.525], [1.518, 2.916, 5.674], [0.177, 1.498, 4.207], [-0.090, -0.488, 5.948], [-1.956, -0.527, 7.416], [-4.143, -1.388, 6.668], [-4.400, -2.262, 4.369], [-2.530, -2.268, 2.825], [3.027, -2.551, 2.185], [3.917, -4.828, 2.586], [2.523, -6.540, 3.719], [0.221, -5.980, 4.428], [-0.672, -3.778, 4.065]]}

---

# 2
{"formula": "C37H44BCl3IrN7OS8", "method": "wB97M-V/def2-TZVPD", "spin_multiplicity": 6, "charge": -1, "e_above_lowest_ev": 0.193, "s_squared": 8.83, "elements": ["Ir", "C", "C", "C", "C", "N", "C", "C", "N", "B", "N", "C", "C", "N", "C", "S", "C", "C", "C", "C", "N", "C", "C", "N", "C", "S", "C", "C", "C", "C", "C", "S", "H", "H", "H", "H", "H", "H", "H", "H", "H", "H", "H", "H", "H", "H", "H", "H", "H", "H", "H", "H", "H", "H", "H", "H", "H", "H", "H", "H", "H", "H", "H", "H", "H", "H", "Cl", "C", "C", "C", "Cl", "C", "O", "C", "Cl", "C", "H", "H", "N", "C", "C", "C", "C", "C", "C", "H", "H", "H", "H", "H", "C", "S", "C", "C", "S", "S", "C", "S", "S", "H", "H", "H"], "coordinates": [[0.048, -0.540, 0.407], [-4.112, 1.204, 3.913], [-2.868, 0.569, 4.530], [-2.705, -0.881, 4.083], [-3.003, 0.592, 6.051], [-1.670, 1.374, 4.140], [-0.914, 2.114, 5.035], [-0.007, 2.796, 4.314], [-0.196, 2.492, 2.986], [0.672, 3.220, 1.925], [-0.085, 3.417, 0.588], [-1.032, 4.412, 0.490], [-1.546, 4.381, -0.752], [-0.915, 3.351, -1.429], [-0.012, 2.767, -0.594], [1.005, 1.444, -0.976], [-1.186, 2.979, -2.852], [-1.692, 1.539, -2.912], [0.079, 3.179, -3.683], [-2.280, 3.897, -3.396], [2.075, 2.604, 1.726], [3.077, 3.409, 1.233], [4.166, 2.648, 1.034], [3.835, 1.355, 1.408], [2.540, 1.340, 1.837], [1.644, -0.019, 2.379], [4.765, 0.191, 1.297], [4.970, -0.437, 2.673], [6.116, 0.683, 0.783], [4.196, -0.807, 0.292], [-1.200, 1.598, 2.880], [-1.802, 0.897, 1.426], [-4.989, 0.610, 4.179], [-4.032, 1.232, 2.828], [-4.250, 2.220, 4.290], [-3.451, -1.495, 4.593], [-1.711, -1.253, 4.336], [-2.841, -0.984, 3.012], [-3.875, -0.005, 6.314], [-3.161, 1.600, 6.438], [-2.134, 0.150, 6.541], [-1.073, 2.095, 6.094], [0.760, 3.479, 4.630], [0.856, 4.334, 2.370], [-1.266, 5.050, 1.324], [-2.317, 4.984, -1.188], [-0.904, 0.818, -2.716], [-2.108, 1.349, -3.905], [-2.473, 1.375, -2.170], [0.885, 2.539, -3.328], [0.403, 4.221, -3.644], [-0.136, 2.920, -4.722], [-3.217, 3.776, -2.851], [-2.459, 3.615, -4.433], [-1.983, 4.947, -3.382], [2.917, 4.456, 1.047], [5.124, 2.915, 0.638], [5.390, 0.296, 3.366], [5.671, -1.268, 2.582], [4.032, -0.810, 3.077], [6.571, 1.415, 1.452], [6.040, 1.105, -0.220], [6.780, -0.179, 0.728], [3.244, -1.210, 0.626], [4.908, -1.625, 0.159], [4.031, -0.328, -0.675], [-6.469, -4.167, 0.938], [-5.079, -3.250, 0.400], [-3.885, -3.339, 1.088], [-2.796, -2.606, 0.656], [-1.312, -2.803, 1.547], [-2.814, -1.725, -0.464], [-1.831, -1.011, -0.877], [-4.076, -1.715, -1.125], [-4.247, -0.714, -2.541], [-5.175, -2.442, -0.717], [-3.792, -3.981, 1.953], [-6.101, -2.372, -1.271], [1.116, -1.903, -0.297], [1.204, -3.168, -0.769], [2.331, -3.972, -0.502], [2.419, -5.252, -1.017], [1.399, -5.771, -1.810], [0.281, -4.987, -2.082], [0.177, -3.704, -1.577], [3.123, -3.562, 0.112], [3.295, -5.855, -0.804], [1.476, -6.773, -2.213], [-0.515, -5.378, -2.705], [-0.682, -3.078, -1.783], [-1.534, -1.869, -4.683], [-0.534, -3.258, -5.274], [1.103, -2.688, -5.423], [1.829, -1.820, -4.599], [1.267, -1.026, -3.250], [3.522, -1.672, -5.048], [3.542, -2.770, -6.383], [4.878, -3.196, -7.249], [1.966, -3.441, -6.712], [-2.560, -2.218, -4.799], [-1.376, -0.994, -5.310], [-1.342, -1.636, -3.642]]}